# 1
Below is the molecule C17H20ClNO4, with properties calculated with ωB97M-V/def2-TZVPD.

Properties
* DFT total energy: -1475.717709 a.u.
* strongest force on any atom: 0.97 eV Å⁻¹
* frontier orbital gap: 8.52 eV
* structure (SMILES): CCCCc1cc(=O)oc2cc(OCC(=O)N(C)C)c(Cl)cc12
* energy above the lowest of the compared OMol25 structures with the same formula, charge and spin: 0.000 eV

ORCA input file:
```
! RIJCOSX wB97M-V def2-TZVPD def2/J DEFGRID3
* xyz 0 1
C -0.451 4.894 -3.629
C -0.126 3.419 -3.826
C -1.203 2.524 -3.218
H -1.290 2.744 -2.153
H -2.163 2.752 -3.688
C -0.905 1.030 -3.419
C 0.312 0.607 -2.657
C 1.501 0.434 -3.278
C 2.720 0.079 -2.581
O 3.796 -0.092 -3.094
O 2.627 -0.067 -1.217
C 1.456 0.085 -0.566
C 1.464 -0.115 0.806
C 0.311 0.002 1.577
C -0.882 0.353 0.920
C -0.893 0.536 -0.449
C 0.259 0.413 -1.228
H -1.830 0.795 -0.913
Cl -2.381 0.623 1.748
O 0.511 -0.202 2.902
C -0.502 -0.731 3.742
H -1.286 0.002 3.952
H 0.011 -0.960 4.682
C -1.189 -1.997 3.212
O -2.401 -2.085 3.238
N -0.400 -2.981 2.736
C 1.041 -3.032 2.776
H 1.350 -3.988 3.207
H 1.455 -2.228 3.375
H 1.451 -2.962 1.764
C -1.022 -4.150 2.154
H -0.786 -5.039 2.743
H -0.662 -4.293 1.133
H -2.099 -3.999 2.147
H 2.392 -0.363 1.295
H 1.606 0.561 -4.344
H -0.746 0.842 -4.482
H -1.766 0.443 -3.095
H -0.038 3.207 -4.894
H 0.838 3.196 -3.363
H -0.522 5.131 -2.569
H 0.324 5.517 -4.067
H -1.399 5.144 -4.100
*
```



# 2
Below is a 3-piece molecular cluster, C27H55F3N2O12P2 overall at a distorted geometry, with properties calculated with ωB97M-V/def2-TZVPD.

Properties
* DFT total energy: -3055.984198 a.u.
* strongest force on any atom: 9.88 eV Å⁻¹
* frontier orbital gap: 7.84 eV
* structure (SMILES): C=CC[C@](CC)(C[C@H](O)C(F)(F)F)OCCNN(C(C)=O)C(C)=O.CCOP(=O)(OCC)OCC.CCOP(=O)(OCC)OCC

ORCA input file:
```
! RIJCOSX wB97M-V def2-TZVPD def2/J DEFGRID3
* xyz 0 1
C -2.180 -1.719 -4.020
C -3.649 -1.441 -4.037
C -4.422 -0.502 -5.131
C -4.347 1.110 -4.864
C -4.390 1.815 -6.381
C -3.025 1.566 -7.253
C -3.033 1.633 -4.040
C -3.161 3.215 -3.512
O -3.157 4.196 -4.609
C -1.765 3.518 -2.642
F -1.607 2.636 -1.463
F -1.738 4.929 -2.104
F -0.601 3.459 -3.599
O -5.541 1.670 -4.164
C -5.865 0.897 -2.957
C -6.995 1.728 -2.045
N -8.216 2.140 -2.840
N -8.558 1.220 -3.818
C -9.372 0.062 -3.283
C -9.563 -1.251 -4.301
O -9.914 -0.038 -2.067
C -9.172 1.859 -5.043
C -9.822 3.383 -4.827
O -9.175 1.278 -6.276
H -1.470 -1.527 -4.935
H -1.707 -2.204 -3.045
H -4.282 -1.915 -3.152
H -4.004 -0.825 -6.202
H -5.568 -0.835 -5.151
H -4.690 2.950 -6.341
H -5.269 1.264 -6.967
H -2.328 2.529 -7.203
H -2.416 0.623 -6.862
H -3.309 1.299 -8.379
H -2.020 1.593 -4.652
H -2.809 1.018 -3.041
H -4.056 3.372 -2.772
H -2.654 3.865 -5.416
H -6.387 -0.152 -3.183
H -4.961 0.712 -2.229
H -6.467 2.721 -1.664
H -7.312 1.022 -1.164
H -9.023 2.412 -2.233
H -8.477 -1.456 -4.726
H -9.995 -2.164 -3.702
H -10.284 -1.006 -5.209
H -10.396 3.382 -3.786
H -8.901 4.136 -4.735
H -10.535 3.668 -5.714
O 1.931 0.787 3.192
P 2.240 1.826 2.086
O 2.563 0.694 0.922
C 1.439 0.144 0.248
C 0.733 1.170 -0.619
O 3.798 2.088 2.628
C 4.108 1.740 3.990
C 4.523 0.275 4.110
O 2.585 2.987 0.851
C 1.884 4.213 1.034
C 2.191 4.875 2.367
H 0.747 -0.285 0.980
H 1.806 -0.675 -0.379
H 0.283 1.953 -0.003
H -0.071 0.708 -1.203
H 1.436 1.661 -1.305
H 3.259 1.978 4.641
H 4.934 2.378 4.326
H 3.879 -0.407 3.545
H 4.512 -0.042 5.157
H 5.531 0.132 3.711
H 0.810 4.021 0.951
H 2.164 4.883 0.215
H 1.894 4.240 3.208
H 1.651 5.822 2.460
H 3.264 5.063 2.469
O 6.019 -4.441 6.213
P 7.567 -4.455 6.234
O 7.710 -2.882 6.729
C 7.581 -2.645 8.125
C 8.732 -3.241 8.914
O 7.692 -4.216 4.585
C 6.555 -4.549 3.766
C 5.581 -3.377 3.663
O 9.297 -4.470 6.258
C 9.834 -5.762 6.519
C 9.393 -6.802 5.502
H 6.624 -3.044 8.476
H 7.560 -1.561 8.270
H 8.719 -4.332 8.855
H 8.666 -2.969 9.974
H 9.700 -2.905 8.519
H 6.068 -5.453 4.149
H 6.920 -4.805 2.764
H 5.389 -2.886 4.622
H 4.621 -3.712 3.259
H 5.987 -2.603 3.007
H 9.534 -6.073 7.524
H 10.925 -5.678 6.511
H 8.305 -6.931 5.506
H 9.843 -7.774 5.724
H 9.677 -6.500 4.490
*
```



- The highest strongest force on any atom belongs to which entry?
  C27H55F3N2O12P2



- What is the DFT total energy in the first record?
  -1475.717709 a.u.